This record from the Open Molecules 2025 dataset describes C18H54MnNO12 as an isolated structure in a non-equilibrium geometry. The level of theory is the ωB97M-V functional and the def2-TZVPD basis.

The geometry in XYZ format:
```
86
Properties=species:S:1:pos:R:3:forces:R:3:lowdin_charge:R:1
Mn -14.0485 20.4223 10.9331 -0.209 -1.442 -0.928 1.0657
N -14.0605 17.1413 10.2402 0.541 -0.741 0.404 -0.4846
O -13.3870 16.5991 9.3686 -0.516 0.503 0.207 0.0560
O -14.0641 18.4016 10.3288 -0.026 0.612 -0.356 -0.1079
O -14.7008 16.4958 11.0861 0.282 0.097 -0.299 -0.0159
C -14.1157 12.6404 9.6241 -0.177 -0.283 0.189 -0.0908
C -12.6822 13.0020 9.2832 -0.262 0.673 0.311 -0.3035
O -12.6597 14.0354 8.3034 0.156 -0.212 -0.272 -0.0997
H -14.6196 12.1637 8.7827 0.024 0.001 -0.026 0.0722
H -14.6826 13.5350 9.8950 0.082 0.126 -0.075 0.0522
H -14.1931 11.9825 10.4937 0.149 -0.121 -0.121 0.0709
H -12.1039 12.1632 8.9007 -0.124 -0.022 -0.150 0.1129
H -12.1724 13.3548 10.1885 0.039 -0.082 0.035 0.1031
H -13.1261 14.8019 8.6626 0.116 -0.130 0.071 0.0215
C -17.7172 16.3936 9.0561 -0.439 0.008 -0.638 -0.0885
C -17.6339 15.1078 9.8653 0.643 0.898 0.466 -0.2786
O -17.2649 15.4612 11.1998 -0.034 -0.182 0.360 -0.1056
H -16.7758 16.9483 9.0667 0.090 -0.073 0.305 0.0398
H -18.5154 17.0103 9.4725 0.096 0.159 0.001 0.0753
H -17.9340 16.2515 7.9900 -0.117 -0.247 0.161 0.0745
H -16.8986 14.4282 9.4238 -0.170 -0.182 0.031 0.0990
H -18.6061 14.6337 9.9807 0.056 -0.143 -0.333 0.1176
H -16.3706 15.8401 11.2254 -0.350 -0.285 -0.378 0.0198
C -17.3659 19.3107 13.5907 0.331 0.554 -0.024 -0.0486
C -16.6848 18.8704 12.3105 -0.119 -0.189 0.521 -0.2229
O -16.0578 20.0305 11.6754 0.037 0.452 -0.075 -0.1545
H -16.6104 19.6149 14.3185 0.025 -0.109 0.009 0.0666
H -17.9572 18.5259 14.0564 -0.117 -0.034 -0.219 0.0953
H -17.9628 20.2086 13.4088 -0.333 -0.233 0.043 0.0837
H -17.3654 18.4549 11.5677 0.029 -0.240 0.165 0.1191
H -15.9054 18.1536 12.5569 0.095 0.046 -0.436 0.1013
H -16.7960 20.5654 11.3550 0.222 0.131 0.010 0.1140
C -12.4886 20.8198 14.9131 0.038 0.922 0.044 -0.0599
C -13.5332 20.0708 14.1144 0.191 -0.512 0.635 -0.2334
O -13.1204 19.8555 12.7394 0.176 0.302 0.211 -0.1480
H -12.0770 21.6622 14.3483 -0.028 -0.124 -0.183 0.0791
H -11.6502 20.2292 15.2795 -0.126 -0.281 -0.175 0.0875
H -12.9381 21.3067 15.7805 -0.133 -0.290 0.083 0.0899
H -14.4904 20.5858 14.0791 0.102 0.144 -0.155 0.1075
H -13.7036 19.0860 14.5556 -0.136 0.021 -0.053 0.1308
H -12.2510 19.4322 12.7539 -0.141 -0.065 -0.196 0.1258
C -10.3726 18.3457 8.1822 -0.562 0.180 0.967 -0.0704
C -11.2050 18.8214 7.0262 -0.041 -0.783 -0.220 -0.2684
O -11.6752 20.1635 7.2792 0.246 -0.292 -0.182 -0.0996
H -9.5159 18.9970 8.3582 0.259 -0.297 -0.241 0.0852
H -10.1318 17.2870 8.1022 0.407 0.135 -0.360 0.0949
H -10.9655 18.3713 9.1046 -0.122 0.108 -0.090 0.0616
H -12.0565 18.1485 6.8853 -0.093 0.098 0.129 0.1033
H -10.6266 18.7538 6.1009 0.017 0.436 0.011 0.1235
H -11.9916 20.4990 6.4338 -0.075 0.230 0.185 0.1041
C -10.4874 22.3779 9.9111 -0.391 0.061 0.275 -0.0574
C -10.9933 21.1352 10.6227 0.731 1.175 0.591 -0.2894
O -12.1233 20.5703 9.9654 -0.090 -0.080 0.381 -0.1574
H -11.2465 23.1623 9.9556 0.026 0.015 -0.070 0.0809
H -10.2659 22.1870 8.8622 0.239 -0.064 0.053 0.0790
H -9.6136 22.7399 10.4530 0.123 0.046 -0.268 0.0896
H -11.3022 21.4303 11.6306 -0.353 0.002 -0.128 0.0984
H -10.1402 20.4828 10.8398 -0.390 -0.707 -0.706 0.1265
H -11.9426 20.4048 9.0087 -0.141 0.037 0.010 0.0654
C -15.1739 15.9159 6.2143 0.399 -0.244 -0.196 -0.0918
C -15.6670 14.4995 5.9732 -0.610 0.216 0.915 -0.3299
O -15.2568 14.0892 4.6840 -0.057 -0.102 0.177 -0.0566
H -15.2823 16.2630 7.2431 -0.207 -0.238 0.047 0.0437
H -15.6914 16.6116 5.5531 0.082 0.005 -0.087 0.0692
H -14.1043 15.9208 5.9924 -0.013 0.193 -0.063 0.0819
H -16.7576 14.4682 6.1035 -0.130 0.091 -0.456 0.1049
H -15.3338 13.8279 6.7697 0.584 -0.009 -0.158 0.0978
H -15.2418 13.1279 4.6763 0.005 0.025 -0.147 0.0886
C -15.1836 19.3799 6.9908 -0.489 -0.005 0.063 -0.0522
C -15.8818 19.9598 8.2062 -0.046 -0.714 -0.292 -0.2504
O -14.9989 20.8393 8.9326 0.116 0.386 0.647 -0.1342
H -14.3021 18.7880 7.2262 0.124 0.179 0.344 0.0639
H -14.9237 20.1787 6.2932 -0.027 -0.144 -0.173 0.0869
H -15.8748 18.6733 6.5291 -0.033 0.234 -0.284 0.0736
H -16.1897 19.1486 8.8654 0.292 0.176 0.296 0.0912
H -16.7980 20.4979 7.9522 0.161 0.141 -0.161 0.1275
H -14.7317 21.5490 8.3360 0.063 -0.049 0.084 0.1159
C -13.8453 13.6182 13.2467 -0.183 -0.808 -0.049 -0.0864
C -14.8424 14.4372 14.0475 0.292 -0.362 -0.783 -0.3003
O -14.4489 15.8074 14.0087 -0.283 0.281 0.720 -0.0966
H -12.8923 13.6154 13.7751 0.115 0.012 -0.198 0.0779
H -13.7070 13.9372 12.2119 -0.031 0.448 0.135 0.0473
H -14.1848 12.5802 13.1444 0.043 0.038 0.279 0.0783
H -14.8272 14.0580 15.0688 0.046 0.498 0.174 0.1116
H -15.8633 14.2925 13.6806 0.011 0.190 -0.112 0.1074
H -14.5129 16.1110 13.0995 0.026 -0.163 -0.227 0.0221
```
Forces are in eV/Å.

Results
Orbital gap (alpha / beta): 8.092 / 7.611 eV
Charge: +1
F_max: 1.727 eV/A
2S+1: 6
Expectation value of S²: 8.75


This record from the Open Molecules 2025 dataset describes a 7-piece molecular cluster, C14H23F4N2O14 overall in a non-equilibrium geometry. The level of theory is the ωB97M-V functional and the def2-TZVPD basis.

The geometry in XYZ format:
```
57
Properties=species:S:1:pos:R:3:forces:R:3:lowdin_charge:R:1
N 5.2698 0.2305 1.4824 0.471 -0.127 0.308 0.3288
H 4.3664 0.1089 1.0474 -2.366 0.094 -0.612 0.0518
H 5.3420 -0.4439 2.2308 0.377 -0.415 0.083 0.1483
H 5.3520 1.1494 1.8934 0.160 0.475 -0.177 0.1526
H 5.9160 0.0620 0.7248 0.809 0.034 0.078 0.1569
N 1.3403 -2.1609 2.4299 -0.784 0.457 0.732 0.3278
H 0.8094 -2.2133 3.2875 -0.034 0.389 0.676 0.1408
H 2.3289 -2.2852 2.5953 0.099 -1.056 -0.396 0.1433
H 1.2860 -1.2479 2.0013 -0.319 1.120 -0.630 0.0747
H 0.7916 -2.7242 1.7962 0.789 -0.862 -0.871 0.1436
C 1.5270 0.9918 -1.2492 -0.640 -0.203 0.650 0.0048
C 1.6269 -0.0097 -0.0854 0.108 -1.215 -1.645 -0.6908
O 2.6680 -0.1717 0.6296 0.889 0.707 0.723 -0.1172
O 0.6446 -0.7739 0.0191 -0.292 0.220 0.695 -0.0493
H 0.6534 1.5702 -0.9490 0.212 0.768 -0.080 0.0713
H 1.1011 0.5092 -2.1288 0.376 -0.374 0.025 0.0718
H 2.3905 1.5902 -1.5398 -0.057 -0.054 0.411 0.0819
C -2.2702 0.4335 1.3852 -0.143 -0.281 -2.422 -0.0676
C -2.3212 -1.0438 1.8329 -2.411 4.287 -1.093 -0.2981
O -3.6451 -1.0893 2.3581 0.119 -1.024 -0.521 0.1225
C -4.1365 0.1835 2.5750 -3.238 1.004 2.171 -0.4943
O -5.1998 0.4669 3.1356 3.514 -1.571 -1.941 0.1461
O -3.2724 1.0957 2.1458 0.908 -0.186 -0.267 0.1124
F -1.4990 -0.9473 2.8609 2.489 -2.039 2.852 0.0642
H -2.5214 0.5434 0.3302 -0.186 -0.009 -0.050 0.1157
H -1.2498 0.8097 1.4580 -0.313 0.329 0.652 0.1272
H -2.0083 -1.7433 1.0577 -0.529 -0.501 0.490 0.1673
C 0.2903 -3.8346 -3.5777 -0.284 1.656 -0.774 -0.0207
C 0.1996 -2.9834 -2.3039 2.453 0.540 -1.912 -0.3816
O 0.8369 -3.8439 -1.4712 1.799 -1.000 3.661 0.1182
C 0.7505 -5.1416 -1.9072 1.203 -2.931 2.980 -0.5583
O 1.1436 -6.1930 -1.4113 -0.535 3.478 -0.331 0.1578
O 0.0758 -5.0891 -2.9775 -2.036 -1.207 -4.205 0.1206
F -1.0585 -2.8076 -1.9799 -2.812 -0.314 0.914 0.0919
H 1.2573 -3.8849 -4.0780 0.197 0.455 0.254 0.1503
H -0.4299 -3.5130 -4.3300 -0.380 -0.699 0.242 0.1465
H 0.6407 -1.9969 -2.1607 0.550 -0.162 -0.643 0.1544
C -2.3866 -0.2258 -2.7223 -0.513 -0.730 -1.033 -0.0640
C -3.8167 0.2050 -2.5993 -0.686 0.811 -0.362 -0.2709
O -3.7234 1.6158 -2.7503 -0.443 -0.965 0.153 0.1412
C -2.4862 1.9801 -2.3329 -0.577 5.061 0.928 -0.5271
O -2.2244 3.1610 -2.0522 -0.150 -4.277 -0.989 0.1378
O -1.7075 0.9206 -2.2572 1.657 -0.442 0.864 0.0690
F -4.2278 -0.0800 -1.3234 -0.099 0.074 0.470 0.0597
H -2.0602 -0.3840 -3.7501 -0.262 -0.100 -0.160 0.1494
H -2.2541 -1.1610 -2.1783 0.480 0.679 0.391 0.1221
H -4.6032 -0.1921 -3.2411 0.436 0.106 -0.323 0.1781
C 1.5070 3.5451 1.1455 -0.467 -0.782 -2.521 -0.0677
C 1.8231 4.3483 2.3533 -0.400 -1.533 0.282 -0.3472
O 0.5602 4.4228 2.9197 0.915 1.051 2.302 0.1485
C -0.4202 4.2926 2.0141 -2.426 0.073 0.659 -0.5538
O -1.5681 4.5749 2.2330 1.752 -0.448 -0.669 0.1901
O 0.0995 3.6973 0.9506 -0.082 0.193 -1.263 0.0853
F 2.3015 5.5749 2.1045 0.292 0.557 -0.280 0.1076
H 1.6337 2.4627 1.1640 0.555 0.006 0.824 0.1147
H 2.0242 3.8569 0.2380 -0.029 0.396 0.051 0.1465
H 2.5326 3.7823 2.9569 -0.117 0.488 0.646 0.1652
```
Forces are in eV/Å.

Results
Orbital gap: 8.536 eV
Charge: +1
F_max: 5.178 eV/A